(1)
C33H27N2O3Pd | ωB97M-V/def2-TZVPD

Geometry (Å):
Pd (-0.480, -1.087, -0.676)
O (-1.590, -1.641, 1.037)
C (-1.214, -1.301, 2.303)
C (0.333, -1.258, 2.520)
C (1.197, -0.343, 1.684)
C (2.574, -0.411, 1.878)
C (3.412, 0.334, 1.069)
C (2.858, 1.108, 0.065)
C (1.471, 1.161, -0.057)
C (0.808, 2.001, -1.104)
C (0.436, 1.189, -2.420)
O (-0.640, 0.390, -2.226)
C (0.146, 2.140, -3.597)
C (-0.349, 1.534, -4.750)
C (-0.613, 2.265, -5.891)
C (-0.386, 3.631, -5.908)
C (0.091, 4.249, -4.767)
C (0.349, 3.513, -3.621)
C (1.683, 0.408, -2.869)
C (1.571, -0.956, -3.107)
C (2.693, -1.716, -3.386)
C (3.929, -1.105, -3.492)
C (4.034, 0.270, -3.356)
C (2.917, 1.022, -3.037)
N (0.665, 0.465, 0.764)
C (-1.746, -2.415, 3.250)
C (-2.585, -3.368, 2.685)
C (-3.069, -4.433, 3.419)
C (-2.714, -4.574, 4.748)
C (-1.890, -3.627, 5.330)
C (-1.416, -2.554, 4.592)
C (-1.893, 0.002, 2.758)
C (-3.028, 0.401, 2.060)
C (-3.732, 1.534, 2.419)
C (-3.312, 2.299, 3.493)
C (-2.182, 1.917, 4.196)
C (-1.481, 0.778, 3.834)
H (0.688, -2.272, 2.310)
H (0.548, -1.054, 3.568)
H (2.978, -1.041, 2.655)
H (4.481, 0.308, 1.216)
H (3.494, 1.680, -0.595)
H (1.473, 2.830, -1.344)
H (-0.143, 2.379, -0.722)
H (-0.531, 0.471, -4.731)
H (-0.993, 1.771, -6.776)
H (-0.578, 4.211, -6.801)
H (0.267, 5.318, -4.761)
H (0.709, 4.042, -2.751)
H (0.587, -1.416, -3.095)
H (2.595, -2.785, -3.511)
H (4.806, -1.701, -3.696)
H (4.994, 0.757, -3.487)
H (3.002, 2.094, -2.917)
H (-2.825, -3.255, 1.640)
H (-3.716, -5.160, 2.949)
H (-3.074, -5.417, 5.325)
H (-1.605, -3.732, 6.370)
H (-0.782, -1.833, 5.086)
H (-3.331, -0.203, 1.217)
H (-4.612, 1.826, 1.860)
H (-3.857, 3.189, 3.781)
H (-1.841, 2.515, 5.033)
H (-0.602, 0.516, 4.405)
O (0.310, -3.418, -1.338)
N (0.711, -2.441, -0.728)

HOMO energy (alpha / beta)	-4.39 / -4.38	eV
net charge	-1


(2)
C33H27N5OS6Sn | ωB97M-V/def2-TZVPD

Geometry (Å):
Sn (0.878, 0.205, -0.059)
S (2.917, 0.578, 1.340)
C (4.326, 0.013, 0.425)
C (5.474, -0.173, 1.214)
C (6.689, -0.552, 0.676)
C (6.806, -0.784, -0.688)
C (5.689, -0.629, -1.486)
C (4.458, -0.222, -0.958)
S (3.125, -0.092, -2.137)
C (3.326, 1.602, -2.823)
C (2.107, 2.446, -2.558)
C (1.235, 2.847, -3.558)
C (0.134, 3.620, -3.199)
C (-0.030, 4.007, -1.882)
C (0.918, 3.597, -0.946)
C (0.928, 4.047, 0.478)
S (-0.276, 3.239, 1.611)
C (-1.893, 1.281, 0.811)
C (-3.092, 2.279, 0.967)
C (-4.792, 1.266, 0.021)
C (-4.938, -0.135, -0.457)
C (-3.955, -0.803, -1.067)
C (-2.683, -0.171, -1.410)
S (-1.686, -0.903, -2.493)
N (1.929, 2.799, -1.285)
H (5.383, -0.004, 2.280)
H (7.547, -0.675, 1.326)
H (7.752, -1.087, -1.121)
H (5.750, -0.825, -2.550)
H (3.513, 1.502, -3.890)
H (4.196, 2.035, -2.335)
H (1.410, 2.560, -4.586)
H (-0.578, 3.931, -3.955)
H (-0.869, 4.620, -1.574)
H (0.669, 5.104, 0.563)
H (1.922, 3.874, 0.879)
H (-2.894, 3.254, 1.394)
H (-5.727, 1.808, -0.110)
H (-5.882, -0.634, -0.249)
H (-4.099, -1.822, -1.404)
S (-5.568, -2.108, 4.279)
N (-5.451, -0.816, 3.326)
C (-4.190, -0.771, 2.920)
C (-3.589, 0.208, 2.069)
C (-4.253, 1.421, 1.513)
C (-3.561, 2.052, -0.483)
C (-2.360, 1.141, -0.802)
N (-0.533, 1.693, 0.995)
C (-2.297, 0.092, 1.682)
C (-1.454, -0.987, 2.187)
N (-0.151, -1.071, 1.833)
C (0.630, -1.980, 2.393)
C (0.173, -2.916, 3.321)
C (-1.159, -2.899, 3.654)
C (-1.991, -1.929, 3.091)
C (-3.390, -1.837, 3.432)
N (-4.058, -2.665, 4.219)
H (-4.972, 1.870, 2.194)
H (-3.746, 2.867, -1.180)
H (-1.589, 1.651, -1.369)
H (1.669, -1.964, 2.087)
H (0.859, -3.631, 3.754)
H (-1.587, -3.605, 4.355)
C (-0.085, -4.213, -0.481)
S (1.575, -3.707, -0.943)
C (1.241, -3.444, -2.687)
O (1.777, -2.345, -0.348)
H (-0.315, -5.157, -0.979)
H (-0.791, -3.435, -0.776)
H (-0.089, -4.344, 0.601)
H (0.991, -4.404, -3.143)
H (2.152, -3.040, -3.124)
H (0.424, -2.729, -2.791)

HOMO energy	-6.58	eV


(3)
C33H28Br2N5O10P2STi | ωB97M-V/def2-TZVPD

Geometry (Å):
Ti (0.152, -0.426, 0.261)
C (3.716, -5.629, 5.203)
C (3.450, -4.582, 4.161)
C (4.304, -3.493, 4.003)
C (4.062, -2.536, 3.031)
C (2.939, -2.665, 2.224)
C (2.076, -3.745, 2.353)
C (2.342, -4.696, 3.319)
S (2.655, -1.421, 1.031)
O (3.925, -0.927, 0.605)
O (1.704, -1.968, 0.022)
N (1.670, -0.271, 1.567)
C (2.035, 0.966, 2.114)
C (2.825, 1.213, 3.200)
C (3.037, 2.549, 3.608)
C (2.483, 3.600, 2.931)
C (1.675, 3.367, 1.791)
C (1.104, 4.373, 0.980)
C (0.391, 4.022, -0.132)
C (0.193, 2.664, -0.428)
N (0.682, 1.701, 0.326)
C (1.443, 2.039, 1.411)
H (4.592, -5.382, 5.801)
H (3.885, -6.600, 4.736)
H (2.862, -5.734, 5.872)
H (5.177, -3.400, 4.636)
H (4.739, -1.705, 2.892)
H (1.221, -3.835, 1.700)
H (1.680, -5.547, 3.425)
H (3.257, 0.394, 3.760)
H (3.647, 2.733, 4.482)
H (2.658, 4.618, 3.254)
H (1.248, 5.414, 1.239)
H (-0.045, 4.766, -0.782)
H (-0.377, 2.363, -1.297)
Br (1.808, 1.801, 7.767)
C (1.115, 0.649, 6.437)
C (0.046, 1.067, 5.664)
C (-0.426, 0.241, 4.655)
C (0.179, -0.991, 4.416)
C (1.252, -1.398, 5.205)
C (1.710, -0.588, 6.229)
N (-0.186, -1.795, 3.319)
C (-1.394, -1.934, 2.980)
C (-1.671, -2.667, 1.719)
C (-2.613, -3.679, 1.695)
C (-2.736, -4.473, 0.565)
C (-1.908, -4.227, -0.513)
C (-1.024, -3.165, -0.435)
N (-0.914, -2.387, 0.643)
H (-0.405, 2.035, 5.831)
H (-1.237, 0.582, 4.025)
H (1.708, -2.361, 5.019)
H (2.534, -0.906, 6.854)
H (-2.243, -1.594, 3.579)
H (-3.216, -3.860, 2.574)
H (-3.454, -5.281, 0.537)
H (-1.951, -4.825, -1.411)
H (-0.382, -2.916, -1.268)
O (-3.243, -0.987, -0.831)
P (-2.481, 0.314, -1.349)
O (-2.940, 0.850, -2.617)
O (-0.977, -0.070, -1.210)
O (-2.684, 1.382, -0.149)
P (-2.265, 1.289, 1.392)
O (-3.482, 0.569, 2.117)
O (-1.893, 2.584, 1.949)
O (-1.187, 0.157, 1.412)
H (-4.092, -1.095, -1.275)
H (-4.062, 1.197, 2.565)
O (5.161, 0.352, -4.346)
C (4.124, 0.303, -3.499)
C (4.041, 1.052, -2.330)
C (2.923, 0.910, -1.539)
N (1.894, 0.096, -1.817)
C (2.004, -0.598, -2.943)
Br (0.552, -1.698, -3.457)
C (3.067, -0.541, -3.818)
H (5.836, 0.964, -4.029)
H (4.837, 1.720, -2.028)
H (2.859, 1.476, -0.620)
H (3.083, -1.124, -4.726)

energy relative to the best compared isomer or geometry (same formula, charge and spin)	0.000	eV
HOMO energy	-10.85	eV
net charge	+1


(4)
C33H28Br2N8O3RhS | ωB97M-V/def2-TZVPD

Geometry (Å):
Rh (-0.190, 0.088, 0.052)
C (-3.474, 1.341, 0.862)
C (-2.480, 1.823, 1.876)
C (-2.845, 2.791, 2.829)
C (-1.939, 3.203, 3.765)
C (-0.653, 2.631, 3.783)
C (0.355, 2.935, 4.746)
Br (0.028, 4.235, 6.070)
C (1.578, 2.293, 4.751)
C (1.858, 1.336, 3.796)
Br (3.509, 0.450, 3.808)
C (0.929, 0.984, 2.763)
O (1.183, 0.120, 1.908)
C (-0.362, 1.675, 2.792)
N (-1.259, 1.308, 1.856)
H (-3.883, 2.173, 0.288)
H (-4.308, 0.850, 1.368)
H (-2.988, 0.643, 0.182)
H (-3.847, 3.200, 2.805)
H (-2.205, 3.951, 4.499)
H (2.316, 2.531, 5.503)
O (1.778, 1.621, -0.329)
S (2.358, 0.747, -1.341)
O (2.517, 1.304, -2.657)
N (1.348, -0.527, -1.338)
C (1.172, -1.383, -2.387)
C (2.142, -1.753, -3.307)
C (1.849, -2.665, -4.328)
C (0.599, -3.207, -4.471)
C (-0.432, -2.825, -3.591)
C (-1.763, -3.280, -3.716)
C (-2.725, -2.794, -2.876)
C (-2.358, -1.861, -1.892)
N (-1.128, -1.448, -1.712)
C (-0.155, -1.911, -2.542)
C (3.924, 0.101, -0.815)
C (5.047, 0.368, -1.581)
C (6.253, -0.224, -1.235)
C (6.317, -1.073, -0.140)
C (5.183, -1.329, 0.622)
C (3.974, -0.742, 0.286)
H (3.131, -1.325, -3.222)
H (2.633, -2.946, -5.020)
H (0.386, -3.912, -5.265)
H (-2.008, -4.000, -4.487)
H (-3.757, -3.107, -2.959)
H (-3.116, -1.440, -1.239)
H (4.959, 1.025, -2.437)
H (7.138, -0.030, -1.825)
H (7.257, -1.543, 0.119)
H (5.243, -1.996, 1.473)
H (3.077, -0.924, 0.859)
N (-2.206, 5.089, -1.495)
C (-1.757, 3.880, -1.931)
C (-1.303, 2.889, -1.042)
N (-0.956, 1.685, -1.468)
C (-0.977, 1.458, -2.782)
C (-1.385, 2.453, -3.654)
N (-1.791, 3.644, -3.240)
H (-1.967, 5.411, -0.576)
H (-2.379, 5.782, -2.203)
H (-1.199, 3.113, 0.012)
H (-0.660, 0.493, -3.142)
H (-1.378, 2.288, -4.725)
C (-3.417, -3.632, 3.093)
N (-2.251, -3.003, 2.502)
C (-0.939, -3.303, 2.758)
C (-0.199, -2.495, 1.948)
N (-1.039, -1.712, 1.196)
C (-2.261, -2.039, 1.560)
H (-3.171, -3.990, 4.089)
H (-3.753, -4.475, 2.490)
H (-4.227, -2.911, 3.169)
H (-0.648, -4.050, 3.477)
H (0.871, -2.432, 1.849)
H (-3.176, -1.630, 1.164)

energy relative to the best compared isomer or geometry (same formula, charge and spin)	0.156	eV
2S+1	5
HOMO energy (alpha / beta)	-9.62 / -9.53	eV
net charge	+1


(5)
C33H28BrIN5O2RuSSi | ωB97M-V/def2-TZVPD

Geometry (Å):
Ru (-1.244, -1.529, -0.623)
N (8.326, -1.465, -0.164)
C (6.972, -1.350, -0.285)
C (6.379, -1.114, -1.537)
C (5.012, -1.009, -1.651)
C (4.198, -1.126, -0.525)
C (4.773, -1.351, 0.725)
C (6.140, -1.457, 0.842)
S (1.902, -2.399, -0.486)
O (2.834, -1.003, -0.666)
O (2.578, -3.311, 0.393)
N (0.578, -1.679, 0.259)
C (0.369, -1.754, 1.614)
N (1.358, -1.745, 2.502)
C (1.015, -1.767, 3.782)
C (-0.306, -1.791, 4.209)
C (-1.266, -1.817, 3.214)
N (-0.942, -1.789, 1.929)
H (8.906, -1.484, -0.981)
H (8.734, -1.725, 0.712)
H (7.009, -1.029, -2.414)
H (4.542, -0.834, -2.611)
H (4.130, -1.446, 1.590)
H (6.594, -1.624, 1.811)
H (1.832, -1.758, 4.495)
H (-0.575, -1.791, 5.254)
H (-2.325, -1.881, 3.442)
C (-2.578, 2.140, -4.467)
C (-1.564, 1.198, -4.357)
C (-1.097, 0.827, -3.105)
C (-1.640, 1.387, -1.944)
C (-2.652, 2.342, -2.070)
C (-3.112, 2.720, -3.324)
Si (-0.999, 0.859, -0.240)
C (-2.086, 1.482, 1.168)
C (-3.388, 1.014, 1.360)
C (-4.188, 1.527, 2.368)
C (-3.695, 2.514, 3.211)
C (-2.400, 2.981, 3.041)
C (-1.602, 2.471, 2.028)
C (0.767, 1.471, -0.041)
C (1.441, 1.348, 1.177)
C (2.728, 1.833, 1.329)
C (3.375, 2.431, 0.257)
C (2.724, 2.553, -0.961)
C (1.427, 2.084, -1.107)
H (-2.946, 2.427, -5.443)
H (-1.133, 0.755, -5.246)
H (-0.285, 0.111, -3.031)
H (-3.075, 2.794, -1.179)
H (-3.886, 3.472, -3.408)
H (-3.785, 0.240, 0.714)
H (-5.199, 1.159, 2.493)
H (-4.320, 2.917, 3.998)
H (-2.011, 3.751, 3.694)
H (-0.597, 2.852, 1.891)
H (0.952, 0.872, 2.020)
H (3.230, 1.746, 2.285)
H (4.384, 2.807, 0.373)
H (3.223, 3.019, -1.801)
H (0.918, 2.208, -2.054)
Br (-2.770, -3.885, 0.275)
C (-3.962, -2.640, -0.521)
C (-5.322, -2.867, -0.490)
C (-6.146, -1.940, -1.107)
C (-5.569, -0.848, -1.738)
C (-4.197, -0.700, -1.704)
N (-3.389, -1.574, -1.086)
H (-5.713, -3.744, 0.004)
H (-7.218, -2.079, -1.098)
H (-6.171, -0.105, -2.240)
H (-3.713, 0.148, -2.168)
I (-0.286, -3.053, -2.584)

energy relative to the best compared isomer or geometry (same formula, charge and spin)	1.057	eV
2S+1	5
HOMO energy (alpha / beta)	-9.56 / -9.43	eV
net charge	+1


(6)
C33H28Cl3N2O2P2Zr | ωB97M-V/def2-TZVPD

Geometry (Å):
Zr (1.283, 0.754, -0.325)
C (-2.484, -2.463, 0.646)
N (-1.574, -1.394, 0.214)
P (-0.432, -0.721, 1.264)
C (-1.311, 0.254, 2.513)
C (-2.049, -0.393, 3.507)
C (-2.775, 0.340, 4.429)
C (-2.766, 1.727, 4.376)
C (-2.027, 2.381, 3.402)
C (-1.302, 1.648, 2.474)
C (0.400, -2.052, 2.164)
C (0.689, -3.227, 1.478)
C (1.410, -4.235, 2.093)
C (1.861, -4.068, 3.397)
C (1.595, -2.890, 4.079)
C (0.866, -1.881, 3.467)
P (-0.971, -1.380, -1.431)
C (-2.424, -1.842, -2.415)
C (-3.661, -1.206, -2.299)
C (-4.726, -1.614, -3.082)
C (-4.558, -2.654, -3.992)
C (-3.332, -3.286, -4.114)
C (-2.265, -2.885, -3.322)
C (-0.943, 0.451, -1.720)
C (-0.108, 0.890, -2.764)
C (0.022, 2.250, -3.039)
C (-0.681, 3.180, -2.281)
C (-1.537, 2.756, -1.269)
C (-1.665, 1.404, -0.988)
H (-2.314, -2.690, 1.699)
H (-2.310, -3.382, 0.082)
H (-3.524, -2.166, 0.510)
H (-2.048, -1.475, 3.567)
H (-3.343, -0.170, 5.195)
H (-3.330, 2.297, 5.102)
H (-2.002, 3.462, 3.371)
H (-0.715, 2.176, 1.736)
H (0.362, -3.350, 0.450)
H (1.627, -5.149, 1.557)
H (2.425, -4.856, 3.876)
H (1.953, -2.753, 5.091)
H (0.666, -0.964, 4.008)
H (-3.790, -0.390, -1.596)
H (-5.685, -1.123, -2.992)
H (-5.390, -2.968, -4.607)
H (-3.206, -4.094, -4.822)
H (-1.305, -3.380, -3.409)
H (0.450, 0.164, -3.341)
H (0.679, 2.575, -3.835)
H (-0.567, 4.237, -2.483)
H (-2.090, 3.482, -0.687)
H (-2.321, 1.082, -0.189)
N (2.433, 0.057, -1.555)
C (3.455, 0.866, -2.080)
C (3.357, 2.266, -2.010)
C (4.379, 3.089, -2.453)
C (5.519, 2.520, -3.000)
C (5.627, 1.135, -3.086)
C (4.613, 0.309, -2.629)
H (2.470, 2.756, -1.591)
H (4.283, 4.164, -2.376)
H (6.320, 3.154, -3.356)
H (6.517, 0.693, -3.515)
H (4.694, -0.768, -2.682)
Cl (1.471, 3.014, 3.921)
C (2.735, 3.100, 2.671)
Cl (2.934, 4.759, 2.117)
Cl (4.245, 2.468, 3.294)
C (2.212, 2.241, 1.511)
O (1.298, 2.688, 0.760)
O (2.681, 1.080, 1.318)

energy relative to the best compared isomer or geometry (same formula, charge and spin)	0.357	eV
HOMO energy	-10.34	eV
net charge	+1


The E results, record by record, are as follows: -47260.8844 -114999.0264 -255220.9458 -206661.6585 -145652.3881 -99172.5340 eV.